ORCA calculation (ωB97M-V with the def2-TZVPD basis set) on a molecular structure, C42H44O3P2STi at a distorted geometry.

Geometry as ORCA input:
```
! wB97M-V def2-TZVPD RIJCOSX def2/J DEFGRID3
* xyz 0 3
Ti -0.010 0.029 1.541
C -1.686 0.800 -4.919
C -1.701 -0.504 -4.631
C -0.989 -1.544 -5.474
C 0.421 -1.155 -5.946
C 1.207 -0.327 -4.941
C 1.246 1.009 -4.963
C 0.425 1.872 -5.901
C -1.012 1.382 -6.156
C 1.776 0.512 2.698
H -2.326 1.520 -4.396
H -2.421 -0.903 -3.919
H -1.576 -1.810 -6.365
H -0.906 -2.468 -4.890
H 0.980 -2.084 -6.122
H 0.369 -0.671 -6.929
H 1.910 -0.913 -4.345
H 2.072 1.564 -4.523
H 0.925 1.994 -6.876
H 0.372 2.882 -5.477
H -1.589 2.254 -6.492
H -1.018 0.692 -7.008
H 1.519 1.413 3.297
H 2.767 0.697 2.251
H 1.920 -0.296 3.446
P -1.582 -0.775 -0.188
P 1.719 0.044 -0.184
C -0.495 -0.892 -1.589
C 0.850 -0.694 -1.569
C -2.572 -2.260 -0.043
C -2.686 -3.102 -1.155
C -3.420 -4.280 -1.065
C -4.028 -4.640 0.145
C -3.914 -3.803 1.269
C -3.177 -2.621 1.179
C -2.686 0.666 -0.459
C -2.135 1.960 -0.498
C -2.971 3.044 -0.767
C -4.332 2.839 -0.997
C -4.882 1.554 -0.920
C -4.063 0.464 -0.628
C 3.196 -0.976 0.068
C 3.029 -2.273 0.594
C 4.149 -3.075 0.808
C 5.427 -2.588 0.502
C 5.591 -1.289 0.006
C 4.479 -0.473 -0.204
C 2.217 1.728 -0.628
C 2.312 2.761 0.325
C 2.810 4.003 -0.066
C 3.148 4.234 -1.406
C 2.951 3.235 -2.371
C 2.482 1.984 -1.978
H -1.013 -1.090 -2.528
H 1.501 -1.009 -2.392
H -2.197 -2.829 -2.085
H -3.515 -4.921 -1.941
H -4.592 -5.572 0.221
H -4.399 -4.071 2.215
H -3.080 -1.976 2.057
H -1.063 2.121 -0.320
H -2.554 4.050 -0.805
H -4.976 3.684 -1.237
H -5.943 1.387 -1.086
H -4.469 -0.547 -0.538
H 2.028 -2.642 0.838
H 4.028 -4.082 1.208
H 6.301 -3.224 0.652
H 6.584 -0.903 -0.223
H 4.590 0.546 -0.576
H 2.021 2.573 1.360
H 2.939 4.792 0.678
H 3.563 5.199 -1.704
H 3.168 3.426 -3.423
H 2.308 1.193 -2.702
C 0.589 0.857 9.507
C 0.188 0.510 8.098
C 0.040 -0.822 7.708
C -0.390 -1.155 6.430
C -0.669 -0.143 5.501
C -0.504 1.198 5.869
C -0.060 1.516 7.155
S -1.365 -0.559 3.906
O -0.372 -1.392 3.059
O -2.641 -1.153 4.128
O -1.342 0.717 3.036
H -0.153 0.501 10.233
H 1.544 0.387 9.773
H 0.692 1.939 9.634
H 0.258 -1.601 8.434
H -0.507 -2.190 6.132
H -0.707 1.995 5.150
H 0.080 2.565 7.435
*
```

LUMO (spin up / spin down) = 0.0113 / 0.0117 hartree
Highest occupied orbital energy (spin up / spin down) = -5.52 / -7.24 eV
E_tot = -3782.79910 hartree
F_max = 4.72 eV/Å
HOMO-LUMO gap (spin up / spin down) = 5.831 / 7.556 eV